C39H44N9O9 | ωB97M-V with the def2-TZVPD basis set

The total energy comes out at -2681.8698 Ha. As for the molar mass: 782.84 g mol⁻¹. The value obtained for the gap between HOMO and LUMO is 0.2906 Eh. The HOMO energy is -11.115 eV.

```
! RIJCOSX wB97M-V def2-TZVPD def2/J DEFGRID3
* xyz 1 1
C 2.234 0.280 1.131
C 3.047 0.343 -0.205
O 2.618 1.011 -1.122
N 4.309 -0.347 -0.349
C 4.269 -1.422 -1.370
C 5.675 -2.148 -1.386
C 5.941 -2.978 -0.060
C 4.807 -4.093 0.131
N 3.670 -3.597 0.926
C 2.827 -4.410 1.476
N 2.823 -5.807 1.416
C 1.668 -6.293 0.614
C 0.367 -5.824 1.403
C 0.414 -4.282 1.709
C -0.090 -3.458 0.451
C -1.434 -3.767 -0.023
C -1.917 -3.015 -1.205
C -1.009 -2.029 -1.792
C 0.324 -1.887 -1.149
N 0.803 -2.572 -0.080
N 1.726 -3.782 2.187
H 1.198 -0.118 0.973
H 2.111 1.319 1.536
H 2.789 -0.342 1.885
H 4.532 -0.704 0.585
H 3.433 -2.166 -1.229
H 4.126 -1.000 -2.403
H 6.503 -1.399 -1.484
H 5.740 -2.881 -2.233
H 6.935 -3.496 -0.090
H 5.891 -2.319 0.846
H 5.338 -4.964 0.613
H 4.511 -4.465 -0.892
H 3.571 -2.579 1.010
H 3.715 -6.227 1.159
H 1.634 -5.851 -0.425
H 1.697 -7.406 0.564
H 0.374 -6.396 2.377
H -0.538 -6.126 0.823
H -0.322 -4.102 2.544
H -2.114 -4.522 0.425
H -2.916 -3.193 -1.655
H -1.256 -1.405 -2.679
H 1.022 -1.151 -1.629
H 1.893 -4.032 3.166
C -0.979 4.532 -1.712
C -0.132 3.434 -1.606
C -0.559 2.290 -0.948
C -1.837 2.255 -0.404
C -2.687 3.350 -0.499
C -2.252 4.492 -1.156
N -2.300 1.039 0.270
O -1.520 0.101 0.351
O -3.434 1.027 0.707
H -0.645 5.423 -2.232
H 0.860 3.470 -2.039
H 0.109 1.442 -0.871
H -3.682 3.327 -0.072
H -2.907 5.351 -1.239
C -4.558 6.172 4.597
C -3.807 7.342 4.551
C -3.505 7.926 3.329
C -3.964 7.331 2.161
C -4.707 6.159 2.197
C -5.003 5.579 3.422
N -3.670 7.957 0.868
O -3.000 8.972 0.868
O -4.117 7.425 -0.135
H -4.797 5.721 5.554
H -3.461 7.800 5.469
H -2.921 8.836 3.303
H -5.062 5.691 1.288
H -5.586 4.666 3.461
C 6.770 -8.025 -3.509
C 7.021 -8.116 -2.145
C 7.736 -7.114 -1.502
C 8.190 -6.025 -2.235
C 7.950 -5.930 -3.600
C 7.237 -6.936 -4.236
N 8.924 -4.953 -1.555
O 9.133 -5.078 -0.358
O 9.278 -3.999 -2.220
H 6.207 -8.806 -4.008
H 6.657 -8.967 -1.583
H 7.927 -7.194 -0.439
H 8.307 -5.084 -4.174
H 7.041 -6.871 -5.300
C -10.287 7.644 -1.036
C -9.026 7.192 -1.404
C -8.350 6.286 -0.600
C -8.951 5.836 0.569
C -10.208 6.288 0.949
C -10.875 7.196 0.141
N -8.252 4.860 1.409
O -7.141 4.498 1.055
O -8.818 4.462 2.409
H -10.814 8.348 -1.669
H -8.570 7.545 -2.321
H -7.368 5.940 -0.895
H -10.675 5.942 1.862
H -11.858 7.553 0.425
*
```

Here are the Mulliken charges for atoms 1 to 8, given in e:
1. C -0.754
2. C 0.428
3. O -0.508
4. N -0.272
5. C -0.005
6. C -0.950
7. C -0.873
8. C -0.633